# 1
{
  "formula": "C2H3OS",
  "method": "ωB97M-V/def2-TZVPD",
  "lumo_ev": 4.1,
  "e_homo_ev": -3.12,
  "smiles": "CC([O-])=S",
  "charge": -1,
  "symbols": ["C", "C", "O", "S", "H", "H", "H"],
  "coordinates": [[-0.80, 0.02, 0.15], [0.92, -0.14, -0.33], [1.16, -0.53, -1.51], [1.98, 0.34, 0.92], [-0.92, -0.70, 0.97], [-1.37, -0.06, -0.79], [-0.97, 1.07, 0.60]],
  "nbo_charge": [-0.744, 0.357, -0.695, -0.518, 0.207, 0.192, 0.199]
}

---

# 2
{
  "formula": "C38H36AsI2N4NaOSSi",
  "method": "ωB97M-V/def2-TZVPD",
  "lumo_ev": -0.5,
  "e_homo_ev": -5.47,
  "symbols": ["Na", "C", "C", "N", "N", "C", "N", "S", "C", "C", "C", "C", "C", "N", "H", "H", "H", "H", "H", "H", "H", "H", "H", "H", "C", "C", "C", "C", "C", "C", "Si", "C", "C", "C", "C", "C", "C", "H", "H", "H", "H", "H", "H", "H", "H", "H", "H", "H", "I", "I", "O", "As", "C", "C", "C", "C", "C", "C", "C", "C", "C", "C", "C", "C", "C", "C", "C", "C", "C", "C", "H", "H", "H", "H", "H", "H", "H", "H", "H", "H", "H", "H", "H", "H", "H"],
  "coordinates": [[-0.67, 0.06, -0.50], [-2.11, 2.09, 3.09], [-1.17, 1.12, 2.45], [-0.51, 1.45, 1.26], [-0.33, 2.81, 1.15], [-0.41, 3.49, 0.04], [0.04, 4.78, 0.02], [-1.01, 2.84, -1.45], [-0.91, -0.11, 2.96], [-1.58, -0.74, 4.09], [-1.57, -2.08, 4.22], [-0.85, -2.89, 3.26], [-0.02, -2.28, 2.40], [0.11, -0.90, 2.34], [-2.67, 2.64, 2.33], [-1.58, 2.84, 3.70], [-2.82, 1.59, 3.74], [0.12, 3.27, 1.95], [0.13, 5.28, 0.89], [-0.25, 5.32, -0.78], [-2.11, -0.12, 4.80], [-2.08, -2.55, 5.05], [-0.92, -3.97, 3.27], [0.62, -2.83, 1.74], [4.90, -3.43, 2.71], [4.79, -2.88, 1.45], [3.81, -1.93, 1.19], [2.93, -1.52, 2.19], [3.05, -2.10, 3.46], [4.03, -3.04, 3.72], [1.65, -0.21, 1.80], [2.03, 1.41, 2.66], [2.65, 2.44, 1.95], [2.85, 3.68, 2.53], [2.44, 3.92, 3.84], [1.84, 2.90, 4.56], [1.65, 1.65, 3.98], [5.67, -4.17, 2.91], [5.47, -3.18, 0.66], [3.72, -1.50, 0.20], [2.36, -1.82, 4.25], [4.12, -3.48, 4.70], [1.79, -0.04, 0.34], [2.95, 2.28, 0.92], [3.34, 4.47, 1.96], [2.59, 4.89, 4.29], [1.52, 3.08, 5.58], [1.17, 0.87, 4.56], [1.40, 1.51, -2.25], [3.67, 0.04, -2.72], [-0.18, -1.87, -1.11], [-1.05, -2.74, -2.22], [-1.30, -4.55, -1.65], [-2.19, -5.39, -2.32], [-2.30, -6.71, -1.91], [-1.54, -7.18, -0.86], [-0.65, -6.34, -0.20], [-0.53, -5.01, -0.60], [-2.77, -1.93, -2.48], [-2.80, -0.67, -3.08], [-3.99, 0.04, -3.15], [-5.15, -0.51, -2.62], [-5.12, -1.77, -2.02], [-3.93, -2.47, -1.95], [-0.16, -2.79, -3.91], [-0.87, -2.76, -5.11], [-0.19, -2.82, -6.31], [1.19, -2.89, -6.32], [1.90, -2.91, -5.13], [1.23, -2.85, -3.92], [-2.78, -5.03, -3.15], [-2.99, -7.37, -2.42], [-1.63, -8.22, -0.54], [-0.05, -6.71, 0.62], [0.15, -4.34, -0.09], [-1.89, -0.23, -3.49], [-4.01, 1.02, -3.60], [-6.08, 0.04, -2.66], [-6.02, -2.19, -1.60], [-3.90, -3.44, -1.46], [-1.96, -2.68, -5.10], [-0.74, -2.79, -7.25], [1.72, -2.93, -7.26], [2.98, -2.93, -5.13], [1.78, -2.82, -2.99]],
  "nbo_charge": [0.895, -0.656, 0.121, -0.604, -0.374, 0.320, -0.802, -0.333, 0.024, -0.215, -0.227, -0.341, 0.063, -0.832, 0.218, 0.205, 0.223, 0.388, 0.387, 0.411, 0.207, 0.207, 0.212, 0.206, -0.212, -0.221, -0.188, -0.528, -0.132, -0.226, 1.635, -0.407, -0.232, -0.227, -0.234, -0.228, -0.218, 0.208, 0.210, 0.223, 0.202, 0.208, -0.215, 0.222, 0.214, 0.211, 0.213, 0.219, 0.028, -0.247, -1.196, 1.977, -0.425, -0.151, -0.228, -0.192, -0.191, -0.191, -0.339, -0.243, -0.189, -0.190, -0.206, -0.215, -0.332, -0.224, -0.214, -0.192, -0.186, -0.215, 0.211, 0.219, 0.219, 0.221, 0.243, 0.233, 0.226, 0.221, 0.221, 0.227, 0.218, 0.218, 0.218, 0.224, 0.244]
}

---

# 3
{
  "formula": "C21H56FeN2O4SSb2Si3",
  "method": "ωB97M-V/def2-TZVPD",
  "lumo_ev": [-4.3, -5.2],
  "e_homo_ev": [-12.51, -12.67],
  "multiplicity": 5,
  "charge": 2,
  "symbols": ["Fe", "C", "C", "O", "C", "C", "O", "C", "C", "O", "C", "C", "O", "H", "H", "H", "H", "H", "H", "H", "H", "H", "H", "H", "H", "H", "H", "H", "H", "C", "Sb", "C", "C", "H", "H", "H", "H", "H", "H", "H", "H", "H", "N", "C", "N", "S", "H", "H", "H", "H", "C", "Si", "C", "C", "Sb", "Si", "C", "C", "C", "Si", "C", "C", "C", "H", "H", "H", "H", "H", "H", "H", "H", "H", "H", "H", "H", "H", "H", "H", "H", "H", "H", "H", "H", "H", "H", "H", "H", "H", "H", "H"],
  "coordinates": [[0.99, 1.43, -0.41], [-1.28, 3.79, -0.83], [-1.75, 2.74, 0.16], [-0.62, 2.24, 0.88], [-0.25, 2.99, 2.04], [1.01, 2.35, 2.55], [1.94, 2.27, 1.47], [2.82, 3.38, 1.33], [3.44, 3.24, -0.04], [2.40, 3.08, -1.04], [1.82, 4.33, -1.45], [0.62, 4.02, -2.30], [-0.25, 3.14, -1.58], [-0.89, 4.67, -0.32], [-2.10, 4.09, -1.49], [-2.17, 1.88, -0.36], [-2.50, 3.15, 0.85], [-1.05, 2.92, 2.79], [-0.10, 4.04, 1.79], [0.83, 1.32, 2.86], [1.43, 2.90, 3.39], [3.59, 3.35, 2.09], [2.26, 4.32, 1.43], [4.04, 2.34, -0.08], [4.06, 4.11, -0.29], [2.56, 4.90, -2.02], [1.54, 4.91, -0.56], [0.91, 3.50, -3.21], [0.11, 4.94, -2.57], [-1.70, 0.17, -3.65], [0.30, 0.30, -2.95], [1.14, 1.33, -4.63], [1.04, -1.62, -3.50], [-1.69, 0.12, -4.74], [-2.27, 1.03, -3.33], [-2.18, -0.73, -3.26], [1.41, 0.61, -5.40], [2.04, 1.90, -4.37], [0.40, 2.02, -5.04], [0.87, -1.76, -4.57], [0.54, -2.42, -2.95], [2.10, -1.66, -3.29], [3.94, 0.72, -2.30], [3.88, -0.29, -1.42], [4.79, -1.25, -1.51], [2.69, -0.39, -0.19], [4.61, 0.72, -3.06], [3.27, 1.46, -2.25], [5.51, -1.26, -2.22], [4.77, -2.02, -0.86], [-3.92, -0.62, -0.72], [-3.26, -1.12, 0.96], [-3.72, 0.16, 2.24], [-4.00, -2.77, 1.40], [-0.67, -1.20, 0.86], [-0.45, -3.58, -0.15], [-1.55, -3.60, -1.66], [-0.95, -4.96, 0.99], [1.35, -3.84, -0.59], [-0.28, -1.72, 3.38], [-0.60, -0.19, 4.43], [-1.42, -3.03, 4.04], [1.51, -2.24, 3.50], [-5.00, -0.76, -0.73], [-3.51, -1.25, -1.51], [-3.72, 0.42, -0.98], [-4.79, 0.38, 2.19], [-3.18, 1.10, 2.09], [-3.50, -0.19, 3.25], [-5.07, -2.63, 1.56], [-3.58, -3.20, 2.31], [-3.89, -3.49, 0.59], [-2.59, -3.71, -1.35], [-1.30, -4.45, -2.30], [-1.48, -2.69, -2.26], [-1.96, -4.86, 1.36], [-0.26, -5.06, 1.83], [-0.90, -5.89, 0.41], [1.77, -3.02, -1.17], [1.47, -4.77, -1.15], [1.94, -3.93, 0.33], [-1.22, 0.56, 3.93], [0.33, 0.28, 4.75], [-1.14, -0.49, 5.33], [-2.43, -2.64, 4.16], [-1.07, -3.31, 5.04], [-1.46, -3.94, 3.44], [2.17, -1.51, 3.03], [1.67, -3.20, 3.01], [1.80, -2.34, 4.54]],
  "mulliken_charge": [2.068, -1.125, -0.382, 0.907, -0.555, -0.692, -0.203, -0.539, -0.954, 0.080, -0.612, -0.832, -0.078, 0.415, 0.522, -0.394, 0.591, 0.552, 0.255, -0.391, 0.530, 0.458, 0.376, 0.302, 0.427, 0.489, 0.319, 0.058, 0.473, -1.228, 0.692, -1.490, -1.145, 0.515, 0.345, 0.235, 0.492, 0.332, 0.458, 0.502, 0.107, 0.332, -0.175, 0.357, -0.383, -0.196, 0.213, -0.244, 0.197, 0.242, -1.009, 0.624, -0.893, -1.107, -1.622, 0.974, -0.680, -1.194, -0.699, 0.865, -1.278, -1.145, -1.093, 0.471, 0.143, 0.331, 0.441, 0.062, 0.284, 0.437, 0.241, 0.262, 0.329, 0.456, -0.205, 0.337, 0.297, 0.457, -0.125, 0.421, 0.287, 0.188, 0.507, 0.456, 0.304, 0.425, 0.264, 0.263, 0.266, 0.433]
}

---

Molar mass? In order: 75.1, 976.6, 816.4 g mol⁻¹.
ΔE to the lowest compared entry with this formula, charge and spin? In order: 24.6, 0.0, 0.0 kJ/mol.